63
Properties=species:S:1:pos:R:3:mulliken_charge:R:1 method="wB97M-V/def2-TZVPD" total_energy_ev=-37408.388 orbital_gap_ev=6.5694 mol_weight_g_mol=476.13 charge=-1 homo_ev=-4.072
C 4.25693 -1.15043 2.11013 -0.838
C 4.99301 -1.60127 0.84497 -0.519
B 4.16262 -2.48586 -0.16817 -0.006
O 4.93293 -3.12594 -1.16062 -0.500
In 1.89299 -2.83655 -0.21600 0.637
C 0.67458 -1.12879 0.58509 -0.153
C 0.33395 -0.04523 -0.21983 -0.320
C -0.44584 0.96198 0.33447 -0.044
C -0.85209 0.84643 1.64702 -0.553
N -0.55180 -0.14955 2.49089 -0.635
C 0.21367 -1.08765 1.90153 -0.219
C 1.28953 -4.77827 0.75484 -0.184
C 1.12609 -4.72952 2.26699 -0.994
F 0.02166 -5.19021 0.23452 -0.364
H 3.26863 -0.75023 1.90068 0.093
H 4.20008 -1.96199 2.83249 0.240
H 4.82121 -0.35710 2.60672 0.380
H 5.39008 -0.73306 0.31021 0.279
H 5.87704 -2.18182 1.14014 0.256
H 4.60635 -2.81469 -2.00995 0.288
H 1.41610 -2.98261 -1.94276 -0.443
H 0.66305 0.00198 -1.25055 0.456
H -0.74519 1.83239 -0.23480 0.299
H -1.48642 1.62789 2.05441 0.384
H 0.48934 -1.91531 2.54612 0.326
H 1.99705 -5.55085 0.45540 0.293
H 0.11942 -4.37522 2.47834 0.265
H 1.83428 -4.04054 2.72181 0.200
H 1.22145 -5.72179 2.71711 0.343
C -3.40305 -1.70965 0.68024 -1.064
C -4.14067 -0.67951 -0.16793 0.724
C -5.65360 -0.64260 0.08934 -0.923
O -6.38669 -1.70764 -0.48970 -0.396
C -6.39150 -2.90991 0.25422 -0.642
N -3.82777 -0.90024 -1.58241 -0.675
H -3.54987 -2.72414 0.30966 0.289
H -2.33280 -1.50836 0.67127 -0.073
H -3.73299 -1.66885 1.72101 0.354
H -3.75324 0.30724 0.10531 0.296
H -6.05734 0.26496 -0.36940 0.390
H -5.86447 -0.58232 1.16590 0.400
H -6.38963 -2.71320 1.33061 0.295
H -5.53905 -3.54479 0.00364 0.241
H -7.30445 -3.44921 -0.00132 0.249
H -4.23210 -0.15190 -2.13810 0.281
H -4.31776 -1.73692 -1.88589 0.281
C 3.00259 4.93248 -2.45488 -1.539
C 1.97794 3.87661 -2.05044 0.471
C 0.54423 4.41665 -1.95165 -0.682
O 0.27386 5.18457 -0.79442 -0.352
C 0.66174 6.53952 -0.86053 -0.682
N 2.42379 3.23074 -0.81744 -0.674
H 3.24851 5.59615 -1.62571 0.295
H 3.92879 4.45116 -2.76760 0.374
H 2.63970 5.54124 -3.28661 0.355
H 1.96606 3.11335 -2.83458 0.392
H -0.13467 3.56244 -1.89633 0.295
H 0.27527 4.98629 -2.85271 0.454
H 0.53891 6.94253 -1.87123 0.311
H 1.69682 6.68185 -0.53866 0.232
H 0.01720 7.09843 -0.18166 0.250
H 1.81602 2.44625 -0.59371 0.179
H 2.27954 3.88056 -0.04946 0.328